No. 1
DFT (wB97M-V/def2-TZVPD) results for a molecular structure, C10H11ClO3S in a non-equilibrium geometry.

Last column: Mulliken charge in e.
CARTESIAN COORDINATES (ANGSTROEM)
C (2.790, 2.104, 1.065)  -0.37
C (3.084, 0.995, 1.950)  -0.54
C (1.579, 2.275, 0.364)  -1.00
C (2.204, -0.026, 1.893)  -0.25
C (0.747, 1.193, 0.357)  0.82
C (1.088, 0.031, 1.114)  0.16
C (-0.474, 1.135, -0.542)  -0.93
C (-0.641, -0.361, -0.849)  -0.62
C (-0.018, -0.982, 0.942)  0.28
C (-2.671, -1.224, -2.607)  -0.96
O (-3.328, -0.336, -0.253)  -0.63
O (-2.090, -2.467, -0.243)  -0.75
O (0.279, -2.306, 0.895)  -0.56
S (-2.329, -1.151, -0.901)  1.32
Cl (-1.408, -0.739, 2.060)  -0.11
H (3.515, 2.950, 1.251)  0.26
H (3.878, 1.059, 2.719)  0.36
H (1.573, 3.031, -0.399)  0.37
H (2.381, -0.960, 2.494)  0.35
H (-1.281, 1.434, 0.037)  0.44
H (-0.554, 1.814, -1.415)  0.38
H (0.132, -0.824, -1.522)  0.47
H (-1.690, -0.788, -3.044)  0.29
H (-2.645, -2.206, -3.032)  0.39
H (-3.615, -0.805, -2.959)  0.34
H (-0.508, -2.846, 0.626)  0.49

The calculation puts the HOMO-LUMO gap at 0.343 Ha. The total energy comes out at -40045.72583 eV. The total charge is 0.

No. 2
DFT (wB97M-V/def2-TZVPD) results for a molecular structure, C27H27CoN9SSe in a non-equilibrium geometry.

Last column: Mulliken charge in e.
CARTESIAN COORDINATES (ANGSTROEM)
Co (-0.122, 0.619, 0.240)  -0.07
N (-0.472, 2.207, 3.176)  -0.07
C (0.661, 1.427, 3.124)  0.46
C (1.490, 1.428, 4.261)  -0.63
C (2.628, 0.663, 4.269)  -0.73
C (2.936, -0.107, 3.143)  -0.90
C (2.083, -0.054, 2.074)  -0.85
N (0.958, 0.699, 2.045)  1.39
C (-1.434, 2.548, 2.246)  0.87
C (-2.382, 3.496, 2.657)  -1.00
C (-3.368, 3.901, 1.793)  -0.45
C (-3.397, 3.351, 0.511)  -0.97
C (-2.443, 2.429, 0.178)  -0.16
N (-1.463, 2.010, 1.017)  0.14
H (-0.596, 2.667, 4.062)  0.18
H (1.223, 2.039, 5.113)  0.50
H (3.280, 0.666, 5.133)  0.47
H (3.825, -0.721, 3.109)  0.55
H (2.291, -0.627, 1.177)  0.46
H (-2.323, 3.906, 3.657)  0.46
H (-4.101, 4.636, 2.098)  0.46
H (-4.147, 3.644, -0.209)  0.50
H (-2.446, 2.000, -0.811)  0.39
Se (1.410, 3.193, -6.833)  0.42
N (0.123, 2.193, -6.177)  -0.82
C (0.362, 2.020, -4.903)  0.97
C (-0.477, 1.246, -4.017)  0.31
C (-1.652, 0.611, -4.433)  -0.76
C (-2.396, -0.094, -3.508)  -1.13
C (-1.950, -0.159, -2.195)  -0.51
N (-0.829, 0.435, -1.784)  0.42
C (-0.096, 1.137, -2.672)  -0.22
C (1.104, 1.790, -2.167)  0.31
N (1.377, 1.641, -0.854)  -0.09
C (2.472, 2.213, -0.358)  -0.10
C (3.352, 2.955, -1.137)  -1.02
C (3.083, 3.123, -2.477)  -0.55
C (1.931, 2.536, -3.013)  0.40
C (1.555, 2.658, -4.405)  0.91
N (2.244, 3.327, -5.293)  -0.82
H (-1.959, 0.685, -5.468)  0.60
H (-3.315, -0.589, -3.789)  0.54
H (-2.523, -0.693, -1.446)  0.90
H (2.657, 2.086, 0.700)  0.39
H (4.232, 3.389, -0.683)  0.49
H (3.736, 3.695, -3.124)  0.59
C (-0.329, -3.133, 3.159)  -1.07
N (-0.536, -3.909, 1.933)  0.03
C (-1.087, -5.254, 2.141)  -1.13
C (-0.450, -3.343, 0.736)  0.82
S (-0.806, -1.611, 0.694)  -0.30
N (-0.173, -3.991, -0.373)  0.05
C (0.487, -5.300, -0.382)  -1.15
C (-0.386, -3.398, -1.692)  -1.30
H (0.108, -3.789, 3.910)  0.39
H (-1.270, -2.744, 3.553)  0.37
H (0.362, -2.309, 2.978)  0.37
H (-1.904, -5.180, 2.859)  0.40
H (-0.336, -5.928, 2.554)  0.40
H (-1.483, -5.667, 1.219)  0.38
H (0.966, -5.502, 0.571)  0.40
H (1.252, -5.285, -1.158)  0.41
H (-0.213, -6.101, -0.619)  0.39
H (-1.113, -2.589, -1.645)  0.48
H (-0.769, -4.164, -2.365)  0.43
H (0.557, -3.025, -2.098)  0.39

The calculation puts the HOMO-LUMO gap (spin up / spin down) at 0.284 / 0.142 Ha. The total energy comes out at -155633.31159 eV. The value obtained for the energy relative to the best compared isomer or geometry (same formula, charge and spin) is 15.83 kcal per mole. The total charge is +3. As for the spin multiplicity: 5.

No. 3
DFT (wB97M-V/def2-TZVPD) results for a single C5H10O molecule in a non-equilibrium geometry.

Last column: Mulliken charge in e.
CARTESIAN COORDINATES (ANGSTROEM)
C (-0.051, -0.364, -2.541)  -1.06
C (0.455, 0.258, -1.244)  -0.30
C (-0.269, 0.231, 0.045)  0.50
O (-1.457, 0.544, -0.012)  -0.62
C (0.465, 0.299, 1.366)  -0.24
C (-0.331, -0.435, 2.436)  -1.15
H (0.602, -0.005, -3.346)  0.33
H (-0.076, -1.453, -2.578)  0.30
H (-1.053, 0.018, -2.749)  0.28
H (-0.244, 1.167, -1.235)  0.13
H (1.558, 0.264, -1.151)  0.33
H (0.499, 1.371, 1.614)  0.25
H (1.502, -0.049, 1.301)  0.29
H (-0.285, -1.517, 2.280)  0.31
H (0.064, -0.207, 3.427)  0.36
H (-1.378, -0.124, 2.387)  0.29

The calculation puts the HOMO-LUMO gap at 0.375 Ha. As for the SMILES: CCC(=O)CC. The total energy comes out at -7393.05856 eV. The value obtained for the energy relative to the best compared isomer or geometry (same formula, charge and spin) is 39.36 kcal per mole. The total charge is 0.

No. 4
DFT (wB97M-V/def2-TZVPD) results for a gas-phase ion, CH2O4P (charge -1) in a non-equilibrium geometry.

Last column: Mulliken charge in e.
CARTESIAN COORDINATES (ANGSTROEM)
O (2.475, 1.444, -0.019)  -0.58
C (1.614, 0.549, -0.067)  0.15
O (0.427, 0.438, 0.422)  -0.48
P (-1.433, -0.535, 0.195)  0.89
O (-1.166, -1.872, -0.227)  -0.59
O (-2.273, -0.237, 1.374)  -0.62
H (1.873, -0.179, -0.938)  0.21
H (-1.516, 0.393, -0.741)  0.02

The calculation puts the HOMO-LUMO gap at 0.359 Ha. As for the SMILES: O=CO[P@@H](=O)[O-]. The total energy comes out at -18551.19330 eV. The value obtained for the energy relative to the best compared isomer or geometry (same formula, charge and spin) is 19.06 kcal per mole. The total charge is -1.

No. 5
DFT (wB97M-V/def2-TZVPD) results for a molecular structure, C4H6N2O in a non-equilibrium geometry.

Last column: Mulliken charge in e.
CARTESIAN COORDINATES (ANGSTROEM)
C (-1.430, -0.990, -0.431)  0.03
C (0.286, -0.082, -0.328)  0.99
N (-1.034, 0.801, -0.330)  -0.44
C (0.878, -0.241, 1.033)  -0.17
C (1.156, 0.025, -1.365)  -0.99
N (0.316, -0.243, 2.163)  -0.72
O (-2.078, -1.440, 0.424)  -0.30
H (-1.269, 1.351, 0.496)  0.25
H (-1.122, 1.277, -1.221)  0.26
H (-0.701, -0.156, 2.124)  0.25
H (1.959, -0.380, 1.015)  0.32
H (2.212, -0.113, -1.202)  0.23
H (0.826, 0.192, -2.379)  0.28

The calculation puts the HOMO-LUMO gap at 0.308 Ha. The total energy comes out at -9268.64171 eV. The value obtained for the energy relative to the best compared isomer or geometry (same formula, charge and spin) is 112.08 kcal per mole. The total charge is 0.